[1]
The following is a quantum chemistry calculation of a molecular structure, C36H30N5O8S4W in a non-equilibrium geometry, from the OMol25 dataset.

Calculated values
Calculated total energy in Eh: -3925.5214
Energy relative to the best compared isomer or geometry (same formula, charge and spin) in kcal/mol: 61.43
Orbital gap (spin up / spin down) in eV: 5.87 / 5.87
Net charge: -1
Maximum force in eV Å⁻¹: 3.0

Last column: Löwdin charge in e.
Cartesian coordinates (Å):
N -0.8230 1.4614 1.3467  0.148
H 0.6979 -1.0999 7.6152  0.095
C -2.2230 -0.0873 0.2278  -0.355
C 3.6516 -1.3395 -3.4196  -0.198
C -4.8588 1.7539 -1.8851  -0.110
C 2.1935 3.4489 1.9548  -0.007
H 0.1454 4.5509 5.0364  0.096
H -0.8584 3.0391 3.3559  0.101
C 4.2743 -2.0191 -4.4555  -0.054
H 0.3076 -4.4273 4.3233  0.069
O 1.5520 -1.5809 -1.9228  -0.485
O -0.7268 1.6772 -1.6143  -0.178
C 5.0385 -1.3456 -5.3997  -0.070
H -0.8735 -1.1723 2.9447  0.077
H 2.4723 5.3527 4.7426  0.093
H 4.1459 -3.0905 -4.5163  0.111
H -3.8250 -2.2269 -2.4107  0.112
C 4.5624 0.7256 -4.2985  -0.056
C -2.9466 -1.7274 -2.7894  0.003
H -3.8337 -2.4180 -0.2275  0.078
O 1.0680 1.6434 0.1473  -0.267
H -2.0425 3.3366 -2.9877  0.110
S 1.7699 -0.8950 1.0808  0.783
H 2.7586 3.1318 1.0887  0.119
C -2.7964 -2.6447 0.0206  -0.018
N -0.4728 -1.7631 -0.2634  -0.197
C 3.8008 0.0482 -3.3548  -0.216
O 3.5445 2.3800 -2.2266  -0.251
H 0.8843 -3.1637 6.2820  0.106
C -1.8905 -1.5162 -0.4117  -0.377
C -0.5593 -1.1626 3.9776  -0.050
H -2.7274 -2.7969 1.0960  0.079
H 3.7707 4.6490 2.7586  0.099
C -1.5916 -0.9133 -4.5822  -0.036
C -4.0568 2.6707 -2.5843  -0.105
S 2.7600 -2.3912 -2.2496  0.496
N -0.8384 -0.7478 -2.3486  -0.018
H -4.5298 3.4099 -3.2210  0.092
H -1.4008 -0.7578 -5.6337  0.104
C -0.0085 -2.3156 4.5299  -0.290
C -2.8429 0.7218 -0.9564  -0.123
C 0.7224 4.2427 4.1735  -0.092
H -0.2799 0.9415 6.6132  0.095
S 2.9640 1.0778 -2.1638  0.566
C -2.6866 2.6369 -2.4713  -0.003
C 0.3386 -1.1140 6.5937  -0.097
C -3.1517 -0.0367 1.4311  -0.016
C -2.0393 1.6673 -1.6449  -0.311
C 2.7558 4.2993 2.8955  -0.084
C 0.9175 -2.3638 1.3620  -1.040
H 0.2983 -0.1001 -3.9498  0.111
C 5.1885 0.0292 -5.3228  -0.075
H -1.0681 0.8913 4.2533  0.085
N -0.8924 0.3946 0.5069  -0.192
O 2.9678 0.3759 -0.8723  -0.452
H -4.8672 0.1299 -0.5292  0.105
H -2.6364 -0.3563 2.3340  0.063
C -2.0300 -1.1558 -1.8876  -0.196
C -0.6470 -0.5329 -3.6645  -0.070
W 0.5647 -0.0011 -0.8450  1.843
C -0.6580 0.0029 4.7212  -0.068
H -3.4484 -1.9863 -4.8408  0.107
H 4.6608 1.7980 -4.2169  0.108
H 5.7826 0.5630 -6.0521  0.101
C 2.0281 4.6948 4.0064  -0.104
C -4.2447 0.8373 -1.0663  -0.063
C -2.7424 -1.5715 -4.1332  -0.045
H 5.5121 -1.9024 -6.1976  0.102
C 0.1480 -3.5527 3.6912  -0.435
O 3.6439 -2.5912 -1.1403  -0.279
S 1.5915 -3.4670 2.5871  0.885
H -0.7262 -3.7366 3.0680  0.070
H -2.5083 -3.5748 -0.4687  0.097
C 0.1580 3.3921 3.2415  -0.039
C 0.8957 2.9837 2.1295  -0.132
N -0.1615 -2.6401 0.7317  -0.030
O 1.5125 0.9971 -2.5720  -0.420
C 0.4408 -2.2768 5.8442  -0.058
H -4.0138 -0.6844 1.2891  0.071
O 2.3715 -3.5426 -3.0187  -0.294
C -0.2108 0.0300 6.0336  -0.096
H -3.5073 0.9786 1.5926  0.092
H -5.9356 1.7900 -1.9781  0.087
C 0.3212 2.0348 1.1671  -0.407


[2]
The following is a quantum chemistry calculation of a molecular structure, C36H30N5O8S4W, from the OMol25 dataset.

Calculated values
Calculated total energy in Eh: -3925.6193
Energy relative to the best compared isomer or geometry (same formula, charge and spin) in kcal/mol: 0.00
Orbital gap (spin up / spin down) in eV: 6.08 / 6.07
Net charge: -1
Maximum force in eV Å⁻¹: 0.5

Last column: Löwdin charge in e.
Cartesian coordinates (Å):
C 1.1013 -2.7490 -3.4248  -0.029
H 2.0303 -3.2506 -3.1563  0.079
C -3.3816 0.0444 -5.4129  -0.053
H -1.1287 0.1255 -7.1540  0.078
C -4.5314 0.3146 -0.6545  -0.063
O 3.4422 -2.0866 -1.4452  -0.301
H 0.3731 -3.5034 -3.7325  0.080
O 2.0979 1.0246 3.6715  -0.305
C 3.8536 4.0327 0.0775  -0.005
H -1.7285 -1.4637 -1.2437  0.100
H -0.1423 -0.8357 -6.0475  0.068
H -3.3819 1.0707 -5.7602  0.106
C -0.0971 0.9142 -3.7249  -1.073
H -4.4936 2.3224 0.0951  0.108
H 2.9692 7.5905 1.3062  0.093
H 5.3242 6.9815 0.8597  0.093
H -5.6098 0.2458 -0.7133  0.104
C 2.9373 -3.0310 3.5233  -0.080
O 2.3726 -0.0527 -0.7084  -0.449
N 0.2759 3.5646 0.5991  0.106
C -2.4614 3.9076 0.7836  -0.015
S -0.4266 1.4459 -5.3751  0.891
O 1.7832 2.3232 -0.5577  -0.228
C -3.7227 -0.7629 -1.0254  -0.047
H 5.8863 4.6995 0.0885  0.101
C 4.5385 6.2511 0.7081  -0.101
H 1.1763 5.9032 0.9693  0.104
C 2.6106 -1.6876 3.4201  -0.059
S -0.1975 2.1007 -2.5034  0.736
C 1.4790 3.3590 0.1208  -0.453
C -3.9217 1.4589 -0.2138  -0.009
C -2.3597 -0.6410 -0.9558  -0.082
N 0.1526 -0.3209 -3.5464  -0.062
C -2.5242 1.5212 -0.1599  -0.227
C 4.8546 4.9726 0.2698  -0.071
H -1.2896 -2.5738 -5.0165  0.096
H 1.2793 -2.0648 -4.2422  0.068
W 0.4118 0.7075 -0.5071  1.644
H 4.0791 3.0211 -0.2316  0.117
O -0.0134 -1.0257 0.4349  -0.234
H 3.6598 -4.7635 2.4800  0.103
C 3.2390 -1.6945 1.1014  -0.214
H 0.0563 -5.1312 2.1258  0.102
H -2.9723 4.4088 -0.0422  0.091
C 2.2116 5.6586 0.7733  -0.030
H -3.2036 3.6750 1.5495  0.083
C -1.7997 2.6580 0.3075  -0.279
N 0.3093 -0.7556 -2.2234  -0.072
H -5.4316 -2.2394 -3.9797  0.097
H -5.4385 0.0895 -4.8225  0.099
C -4.5302 -1.8104 -4.4004  -0.117
C 0.5816 -5.0554 0.0333  -0.098
N -1.7377 0.4876 -0.5410  -0.053
C 3.4123 -3.7109 2.4165  -0.083
S 3.5178 -0.9790 -0.5153  0.512
H 3.8934 -3.5622 0.3255  0.112
H -4.1432 -1.6900 -1.3860  0.100
C -4.5352 -0.5056 -4.8767  -0.089
C 2.7607 -1.0027 2.2202  -0.203
C -2.2092 -0.7022 -5.4898  -0.293
C 0.6378 -2.0272 -2.1877  -0.243
S 2.3771 0.7568 2.2832  0.533
C -3.3607 -2.5542 -4.4526  -0.088
H -1.7159 4.5790 1.1952  0.066
O 3.4861 1.4492 1.6936  -0.267
C -0.0060 -3.1465 1.3659  -0.005
H 2.8165 -3.5401 4.4717  0.100
H -3.3380 -3.5651 -4.0643  0.101
C 3.2159 6.5942 0.9605  -0.097
C 0.7552 -4.2367 -1.0558  -0.036
H -0.2826 -2.6776 2.3011  0.123
C 0.5472 -2.8437 -0.9863  -0.126
H 2.2465 -1.1357 4.2748  0.105
H 0.7484 -6.1207 -0.0585  0.093
C -0.9620 -0.1220 -6.1026  -0.436
C 0.1883 -4.4972 1.2568  -0.091
C -2.2090 -1.9994 -4.9953  -0.047
N -0.5126 2.4918 0.2526  -0.140
H 1.0535 -4.6868 -1.9907  0.100
O 4.7665 -0.2778 -0.4826  -0.268
C 0.1868 -2.2976 0.2546  -0.340
C 2.5298 4.3796 0.3268  -0.128
C 3.5521 -3.0441 1.2107  -0.060
O 1.0936 0.9261 1.5114  -0.440